A 13-piece molecular cluster, C36H103N5O13 overall, computed with ωB97M-V with the def2-TZVPD basis set.

Each atom is followed by the atoms it is bonded to, with distances in Å.
Positions of all 157 atoms, in Å:
1 C -0.3712 -5.7837 -0.4496  C2 1.491, H4 1.101, H5 1.084, H6 1.089
2 C -0.9515 -5.8795 -1.8195  C1 1.491, O3 1.467, H7 1.102, H8 1.102
3 O -2.2303 -5.1604 -1.8466  C2 1.467, H9 0.963
4 H 0.5046 -6.4491 -0.4105  C1 1.101
5 H -1.0523 -6.1442 0.3133  C1 1.084
6 H -0.0302 -4.7696 -0.2476  C1 1.089
7 H -1.1426 -6.9283 -2.0995  C2 1.102
8 H -0.2602 -5.4801 -2.5794  C2 1.102
9 H -2.7615 -5.4423 -2.5989  O3 0.963
10 C 1.0294 1.7457 -3.5860  C11 1.500, H13 1.091, H14 1.088, H15 1.091
11 C 0.2367 2.9188 -3.0911  C10 1.500, O12 1.426, H16 1.105, H17 1.094
12 O -0.8448 2.4925 -2.2660  C11 1.426, H18 1.012
13 H 1.7872 2.0366 -4.3156  C10 1.091
14 H 0.3584 1.0725 -4.1147  C10 1.088
15 H 1.5491 1.3184 -2.7268  C10 1.091
16 H -0.1511 3.4828 -3.9591  C11 1.105
17 H 0.8230 3.6197 -2.4905  C11 1.094
18 H -1.1558 1.5736 -2.5525  O12 1.012
19 C -0.6435 -4.2922 -5.6437  C20 1.501, H22 1.087, H23 1.101, H24 1.092
20 C -1.5019 -3.4924 -4.7075  C19 1.501, O21 1.480, H25 1.085, H26 1.093
21 O -2.9128 -3.7715 -5.0550  C20 1.480, H27 0.963
22 H 0.3034 -3.8797 -5.9832  C19 1.087
23 H -1.1845 -4.3525 -6.6008  C19 1.101
24 H -0.5202 -5.3173 -5.2875  C19 1.092
25 H -1.4343 -2.4102 -4.7539  C20 1.085
26 H -1.4581 -3.7954 -3.6581  C20 1.093
27 H -3.0038 -4.7102 -5.2485  O21 0.963
28 C 1.8869 -1.8999 -5.5564  C29 1.492, H31 1.090, H32 1.098, H33 1.091
29 C 2.7924 -0.8097 -5.0911  C28 1.492, O30 1.456, H34 1.094, H35 1.096
30 O 2.7225 0.2806 -6.0536  C29 1.456, H36 0.962
31 H 1.7361 -2.6637 -4.7936  C28 1.090
32 H 2.3278 -2.4272 -6.4120  C28 1.098
33 H 0.9216 -1.5019 -5.8724  C28 1.091
34 H 3.8417 -1.1144 -5.0423  C29 1.094
35 H 2.4275 -0.4448 -4.1237  C29 1.096
36 H 3.4492 0.8847 -5.8723  O30 0.962
37 C 4.1539 -0.3452 -1.8554  C38 1.488, H40 1.094, H41 1.083, H42 1.092
38 C 5.1207 -1.3467 -2.3802  C37 1.488, O39 1.385, H43 1.090, H44 1.100
39 O 6.2198 -0.6412 -2.8421  C38 1.385, H45 0.961
40 H 3.9096 0.3789 -2.6388  C37 1.094
41 H 4.5619 0.1260 -0.9698  C37 1.083
42 H 3.1903 -0.7758 -1.5755  C37 1.092
43 H 4.7549 -1.9859 -3.1835  C38 1.090
44 H 5.3802 -1.9679 -1.5102  C38 1.100
45 H 6.9761 -1.2334 -2.8770  O39 0.961
46 C 3.8883 3.7916 3.8568  C47 1.509, H49 1.083, H50 1.100, H51 1.093
47 C 3.8569 4.6602 5.0899  C46 1.509, O48 1.476, H52 1.096, H53 1.103
48 O 2.6447 4.3414 5.8699  C47 1.476, H54 0.967
49 H 3.9985 2.7398 4.0879  C46 1.083
50 H 4.7247 4.0974 3.2104  C46 1.100
51 H 2.9928 3.9573 3.2518  C46 1.093
52 H 3.8667 5.7273 4.8412  C47 1.096
53 H 4.7469 4.4088 5.6915  C47 1.103
54 H 2.7280 4.7995 6.7176  O48 0.967
55 C 3.7870 -2.3091 1.5898  C56 1.481, H58 1.095, H59 1.092, H60 1.083
56 C 3.7503 -3.3215 0.5093  C55 1.481, O57 1.469, H61 1.106, H62 1.111
57 O 4.9865 -4.1144 0.5101  C56 1.469, H63 0.965
58 H 4.1648 -2.8014 2.4915  C55 1.095
59 H 2.7637 -2.0146 1.8320  C55 1.092
60 H 4.3567 -1.4152 1.3702  C55 1.083
61 H 3.5621 -2.8856 -0.4900  C56 1.106
62 H 2.8755 -3.9903 0.6568  C56 1.111
63 H 4.9655 -4.7097 -0.2486  O57 0.965
64 C -3.1593 1.8924 2.7548  C65 1.501, H67 1.096, H68 1.087, H69 1.093
65 C -2.5764 2.4050 1.4702  C64 1.501, O66 1.446, H70 1.109, H71 1.090
66 O -1.7238 3.5367 1.7563  C65 1.446, H72 0.972
67 H -3.8064 1.0249 2.5844  C64 1.096
68 H -3.7749 2.6726 3.1963  C64 1.087
69 H -2.3816 1.5527 3.4440  C64 1.093
70 H -3.4417 2.7676 0.8780  C65 1.109
71 H -2.0862 1.6782 0.8217  C65 1.090
72 H -1.3950 3.8374 0.8924  O66 0.972
73 C 1.6530 4.6696 0.9009  C74 1.534, H79 1.093, H80 1.095, H81 1.095
74 C 1.2776 6.1355 1.1503  C73 1.534, C75 1.518, N78 1.513, H82 1.094
75 C 1.4679 6.9347 -0.1261  C74 1.518, O76 1.396, H83 1.114, H84 1.103
76 O 0.9710 6.2244 -1.2208  C75 1.396, C77 1.398
77 C 0.8994 7.0092 -2.3754  O76 1.398, H85 1.086, H86 1.101, H87 1.098
78 N -0.1564 6.2472 1.6182  C74 1.513, H88 1.033, H89 1.033
79 H 1.4453 4.0637 1.7865  C73 1.093
80 H 2.6854 4.5187 0.5686  C73 1.095
81 H 1.0092 4.2857 0.1023  C73 1.095
82 H 1.9152 6.5526 1.9348  C74 1.094
83 H 2.5531 7.1448 -0.2612  C75 1.114
84 H 1.0079 7.9325 -0.0242  C75 1.103
85 H 0.2675 6.4877 -3.0884  C77 1.086
86 H 1.9028 7.1562 -2.8047  C77 1.101
87 H 0.4654 7.9976 -2.1727  C77 1.098
88 H -0.7685 6.0322 0.8145  N78 1.033
89 H -0.3245 5.3966 2.1803  N78 1.033
90 C 0.3885 -1.9807 -2.1716  C91 1.510, H96 1.093, H97 1.098, H98 1.093
91 C -0.3416 -1.6777 -0.8848  C90 1.510, C92 1.482, N95 1.494, H99 1.099
92 C -0.2132 -0.2800 -0.4077  C91 1.482, O93 1.402, H100 1.106, H101 1.097
93 O 1.1103 -0.0601 0.0002  C92 1.402, C94 1.383
94 C 1.3748 1.2762 0.2408  O93 1.383, H102 1.093, H103 1.108, H104 1.090
95 N -1.7966 -1.9133 -1.1275  C91 1.494, H105 1.051, H106 1.025
96 H -0.0153 -1.4748 -3.0525  C90 1.093
97 H 0.2313 -3.0457 -2.3890  C90 1.098
98 H 1.4533 -1.7504 -2.0900  C90 1.093
99 H 0.0054 -2.3900 -0.1225  C91 1.099
100 H -0.9174 -0.1517 0.4359  C92 1.106
101 H -0.5054 0.4232 -1.1977  C92 1.097
102 H 0.9832 1.6410 1.1935  C94 1.093
103 H 1.0116 1.9289 -0.5772  C94 1.108
104 H 2.4500 1.4342 0.1540  C94 1.090
105 H -2.2683 -1.8553 -0.1902  N95 1.051
106 H -1.8821 -2.9092 -1.3525  N95 1.025
107 C -3.9400 1.3057 -1.5193  C108 1.532, H113 1.081, H114 1.101, H115 1.100
108 C -3.8387 0.3606 -2.7205  C107 1.532, C109 1.466, N112 1.522, H116 1.103
109 C -4.4894 0.9106 -3.9130  C108 1.466, O110 1.432, H117 1.107, H118 1.106
110 O -4.4172 -0.0929 -4.9316  C109 1.432, C111 1.390
111 C -4.8603 0.3783 -6.1623  O110 1.390, H119 1.111, H120 1.095, H121 1.084
112 N -2.3738 0.0498 -2.9942  C108 1.522, H122 1.037, H123 1.037
113 H -3.3831 0.9145 -0.6799  C107 1.081
114 H -4.9780 1.5320 -1.2290  C107 1.101
115 H -3.5624 2.3020 -1.7931  C107 1.100
116 H -4.3491 -0.5711 -2.4234  C108 1.103
117 H -3.9890 1.8326 -4.2679  C109 1.107
118 H -5.5503 1.1565 -3.7219  C109 1.106
119 H -4.1796 1.1638 -6.5554  C111 1.111
120 H -5.8538 0.8265 -6.0575  C111 1.095
121 H -4.7763 -0.4458 -6.8614  C111 1.084
122 H -2.1656 -0.8284 -2.4835  N112 1.037
123 H -2.3548 -0.2543 -3.9857  N112 1.037
124 C -0.4571 -2.2927 7.2953  C125 1.538, H130 1.094, H131 1.097, H132 1.089
125 C 0.3472 -1.1460 7.9308  C124 1.538, C126 1.497, N129 1.489, H133 1.094
126 C 0.0539 0.1639 7.2688  C125 1.497, O127 1.384, H134 1.112, H135 1.109
127 O 0.4093 0.1558 5.9315  C126 1.384, C128 1.408
128 C 0.2337 1.4404 5.3827  O127 1.408, H136 1.087, H137 1.093, H138 1.102
129 N 0.0478 -0.9759 9.3797  C125 1.489, H139 1.015, H140 1.022
130 H -1.5334 -2.1001 7.3241  C124 1.094
131 H -0.2921 -3.2032 7.8851  C124 1.097
132 H -0.1537 -2.4599 6.2627  C124 1.089
133 H 1.4140 -1.3685 7.8370  C125 1.094
134 H 0.6334 0.9202 7.8422  C126 1.112
135 H -1.0211 0.3935 7.4144  C126 1.109
136 H 0.5239 1.3818 4.3364  C128 1.087
137 H 0.8748 2.1573 5.9030  C128 1.093
138 H -0.8273 1.7356 5.3996  C128 1.102
139 H -0.2105 -1.8802 9.7625  N129 1.015
140 H -0.7764 -0.3852 9.5083  N129 1.022
141 C -0.6657 -3.0004 3.4865  C142 1.500, H147 1.090, H148 1.088, H149 1.104
142 C -1.7541 -2.1599 2.8876  C141 1.500, C143 1.473, N146 1.505, H150 1.100
143 C -2.9025 -2.8862 2.3200  C142 1.473, O144 1.407, H151 1.090, H152 1.114
144 O -3.5242 -2.0311 1.3912  C143 1.407, C145 1.400
145 C -4.5383 -2.6914 0.6878  O144 1.400, H153 1.096, H154 1.101, H155 1.089
146 N -2.2975 -1.2695 3.9720  C142 1.505, H156 1.022, H157 1.017
147 H -1.0197 -3.5883 4.3333  C141 1.090
148 H 0.1902 -2.3872 3.7592  C141 1.088
149 H -0.2793 -3.7294 2.7527  C141 1.104
150 H -1.3321 -1.5140 2.1036  C142 1.100
151 H -3.5789 -3.2572 3.0903  C143 1.090
152 H -2.5303 -3.7433 1.7137  C143 1.114
153 H -5.2754 -3.1467 1.3594  C145 1.096
154 H -4.1068 -3.4532 0.0196  C145 1.101
155 H -5.0540 -1.9459 0.0849  C145 1.089
156 H -1.5653 -0.7108 4.4159  N146 1.022
157 H -2.9797 -0.6095 3.6063  N146 1.017

The strongest force on any atom is 2.712 eV/Å. Its relative energy (zero: lowest compared OMol25 entry of this formula, charge and spin) is 121.7 kJ/mol. Its spin multiplicity is 1. As for the HOMO energy: -9.015 eV. As for the total charge: 0.